Formula: C28H25BClIrN4O10
Source: the Open Molecules 2025 dataset
Level of theory: ωB97M-V with the def2-TZVPD basis set

CARTESIAN COORDINATES (ANGSTROEM)
C -2.1442 2.7657 1.5325
H 5.0139 -1.9451 -3.7327
O -3.2191 5.3285 2.8420
C -5.3301 -1.9471 2.7253
H 6.8793 1.2091 -4.0455
C -0.6853 -4.1976 2.2113
H -3.1546 4.4382 3.3133
H 6.5337 -1.6862 -1.7060
H -0.2808 -4.6545 3.0964
C 2.2352 -0.1970 -1.1306
C -2.2903 -2.2058 -1.1203
C 3.2300 -0.4848 -2.0435
H -1.1558 -6.0489 1.2040
N -1.8711 3.9913 -0.2492
H -3.1917 -2.3221 -2.7934
C -4.1742 -1.7825 1.9646
H 5.2239 1.7945 -3.8715
H -6.4960 1.1919 2.3451
O -2.9458 2.8821 3.7286
H 7.6445 -0.8377 -2.7825
O 0.9397 -0.6253 -1.0632
H -7.0884 -0.9546 3.4731
H 3.8709 1.8970 1.0188
C -1.0686 2.3003 -1.8928
C -0.1630 -1.8646 3.2937
N -3.8560 -0.6311 1.3985
H 4.4658 -0.5044 -4.6101
C -0.7408 -2.8484 2.0557
C -1.1940 -4.9745 1.1256
Ir -1.4855 -0.1131 0.9747
C 2.4502 0.6913 -0.0559
O -0.0550 -2.4619 4.3199
O -2.7590 6.3085 0.8940
H 6.1482 -1.0033 -4.6864
B 0.3711 -0.0013 0.0293
C 4.4796 0.1165 -1.8597
H -1.7184 2.7289 -2.6558
H 3.0315 -1.1458 -2.8692
C 5.2808 -0.9357 -4.0341
H -1.8550 4.8132 -0.8401
H 6.3733 1.9840 -2.5508
H -0.0501 2.6415 -2.0839
C -6.1874 -0.8638 2.8846
C -4.6869 0.3961 1.5177
C -1.5159 2.7324 -0.5507
N -1.6720 1.9647 0.5232
N -1.2243 -2.1966 1.0207
H -3.5067 -2.6186 1.8329
C -5.8599 0.3243 2.2541
C 6.8172 -0.7096 -2.0896
H 5.6638 1.3713 -0.5750
H 7.1634 -0.1021 -1.2597
C -2.4590 2.1463 2.8744
C -1.7295 -2.9397 -0.0508
Cl -5.6679 -3.4745 3.4299
C 3.6959 1.2525 0.1726
H -4.4091 1.3135 1.0205
C 5.6290 -0.0636 -2.8278
C 6.0529 1.3230 -3.3496
C -2.2725 4.0471 1.0581
C -2.7733 5.3464 1.6192
C 4.6865 0.9467 -0.7359
O -2.2175 0.9209 2.9359
O -2.8297 -2.9185 -2.1201
O 0.0289 -0.7550 2.8369
C -1.6986 -4.3539 0.0260
H -2.0977 -4.9049 -0.8121
H -1.1047 1.2145 -1.9563
O -2.3179 -0.9435 -1.1722
O 1.2943 0.8358 0.6237

Properties
Spin multiplicity ... 2
Largest force on an atom ... 5.3 eV Å⁻¹
Energy above the lowest of the compared OMol25 structures with the same formula, charge and spin ... 115.53 kcal/mol
LUMO (spin up / spin down) ... -5.84 / -5.94 eV
Total charge ... +1
E_tot ... -71911.3370 eV
HOMO (spin up / spin down) ... -10.918 / -10.913 eV
Orbital gap (spin up / spin down) ... 0.18670 / 0.18268 Eh

Results of the Löwdin charge analysis, in e, for atoms 1 through 5:
1. C -0.11
2. H 0.09
3. O 0.16
4. C -0.63
5. H 0.09


Formula: C28H25Br2MnN5O
Source: the Open Molecules 2025 dataset
Level of theory: ωB97M-V with the def2-TZVPD basis set

CARTESIAN COORDINATES (ANGSTROEM)
H 3.0228 -0.2664 -1.4366
Br -5.9831 2.5655 0.6667
C -1.3423 -2.3781 -2.1930
H -0.4354 1.6835 5.4185
N 1.4164 0.7783 -0.7298
H 4.6657 1.5413 -0.8799
C 3.6721 -3.0432 0.8715
O -0.2049 -0.1152 1.2796
H -5.5371 -0.2398 -0.2028
C -2.1044 1.4195 -0.0564
C 3.6139 1.6612 -0.6661
H -1.4288 -5.7348 -1.7353
H 0.2840 -5.1138 -0.0563
N -2.2354 0.1656 -0.4250
C 2.8573 -3.2782 -1.3846
H 3.4092 -3.2022 1.9192
H 3.9487 -1.9756 0.7638
C -0.8832 3.1457 -2.0011
H 3.8920 -3.5731 -1.5639
H -0.9909 4.0539 -2.5867
H 1.4843 -1.6753 0.5906
C -0.6641 2.1851 0.1307
H 1.3861 3.7763 0.7262
C 1.7693 2.9085 0.2097
H -0.9007 2.1549 -3.7850
H -1.7853 -1.6083 -2.8175
C -0.4888 1.8338 4.3469
C -0.7953 1.9641 -2.7187
H -3.1166 3.2055 0.6129
C -0.6230 2.2014 1.6415
H -3.4056 -1.4700 -0.7729
H 2.7223 -2.2537 -1.7570
H 1.1095 -3.1491 1.4642
C 3.1151 2.7869 -0.0494
C -4.4502 1.5753 0.2200
C -4.5772 0.2527 -0.1575
H -1.0174 4.2727 2.0628
H -0.1145 -0.2454 3.9029
C -0.3696 0.8929 2.1167
C -1.6994 -3.7034 -2.4026
C 2.7064 0.6596 -0.9806
C -0.8111 3.2877 2.4762
Br 4.2790 4.1657 0.4629
C 1.3389 -2.7540 0.4695
H 4.5560 -3.6437 0.6506
N -0.8933 3.3596 -0.6618
N -0.5964 0.6761 -2.3172
N 2.5636 -3.4329 0.0283
C 0.9294 1.8688 -0.1800
H -2.4149 -3.9586 -3.1768
C -0.1931 -4.3464 -0.6589
C -3.4136 -0.4294 -0.4731
Mn -0.3419 -0.0826 -0.7558
C -3.2168 2.1812 0.2871
C -0.7425 3.1136 3.8507
C -0.4124 -2.0004 -1.2210
C -0.3072 0.7450 3.5080
H -0.6311 4.2661 -0.3108
C -1.1398 -4.6986 -1.6070
H -0.8858 3.9512 4.5193
H 2.2126 -3.9113 -1.9942
C 0.1987 -3.0156 -0.4817

Properties
Spin multiplicity ... 2
Largest force on an atom ... 2.3 eV Å⁻¹
Energy above the lowest of the compared OMol25 structures with the same formula, charge and spin ... 120.55 kcal/mol
LUMO (spin up / spin down) ... -0.73 / -0.58 eV
E_tot ... -210339.6504 eV
HOMO (spin up / spin down) ... -7.356 / -7.401 eV
Orbital gap (spin up / spin down) ... 0.24363 / 0.25049 Eh

Results of the Löwdin charge analysis, in e, for atoms 1 through 5:
1. H 0.11
2. Br 0.79
3. C -0.14
4. H 0.10
5. N 0.03


Formula: C28H25BrCl2F3NO3
Source: the Open Molecules 2025 dataset
Level of theory: ωB97M-V with the def2-TZVPD basis set

CARTESIAN COORDINATES (ANGSTROEM)
H 11.1107 1.1320 2.8585
H -1.1592 2.9958 -0.4175
C 4.6820 -3.1732 3.9129
C -4.6227 -0.6500 -6.9228
O -5.5150 1.6935 2.3430
C -2.7019 1.2728 1.5638
C 2.2698 -3.2128 4.0304
H 5.6295 -3.7001 3.8228
C 10.3487 0.3666 2.9889
H 8.9205 1.3515 1.7074
C -7.3138 0.0493 -7.1963
H 7.1873 -0.4195 1.9990
Cl -7.7304 1.6295 0.1696
F -4.5481 0.5779 -4.9108
F 7.4686 -2.5294 3.4851
N 0.5614 1.5937 -1.0264
C -0.6754 1.9162 -0.2579
H -4.7177 3.4986 -3.3222
H -7.0534 1.1123 -5.3315
C 8.4065 -1.5867 3.3234
C 4.6697 -1.7813 4.0320
C 3.4549 -1.1046 4.1419
C -0.7518 -0.7178 1.0292
C -5.0564 1.7059 1.0602
C 9.6263 -1.7157 3.9784
C 8.1451 -0.4948 2.5032
C 0.6086 -1.0162 0.1017
C -5.3520 -1.1058 -8.0209
O -3.8112 1.0565 0.6227
H -6.2459 3.6008 0.2288
H -4.8746 -1.7338 -8.7691
C -5.2477 0.1444 -5.9679
C 9.1193 0.4897 2.3398
O -2.8269 0.3270 2.7205
H 3.4254 -0.0233 4.2269
F 1.1004 -1.1770 4.2529
H 5.6046 -1.2265 4.0385
H 1.1590 -2.0751 0.1322
H 1.3295 -3.7539 4.0384
C -5.2622 3.7500 -2.3101
C 3.4837 -3.8887 3.9093
C -5.5967 2.3099 -1.5870
C -1.3174 0.8182 0.7550
H 2.0941 -0.0176 -1.4659
C -6.5872 0.4956 -6.0927
H 9.8045 -2.5755 4.6159
C -6.6967 -0.7527 -8.1575
H -2.0323 0.4193 3.3236
H 11.5650 -0.8325 4.3078
H -6.2898 4.2561 -2.5503
C -6.0528 2.4743 -0.0219
Br -2.4859 3.1611 2.2009
H -4.6969 1.5859 -1.7741
H 3.4955 -4.9717 3.8123
H -7.2640 -1.1047 -9.0165
H -3.5752 -0.9072 -6.8043
C 2.2666 -1.8269 4.1424
C 1.1077 0.2201 -0.8327
C 10.6051 -0.7369 3.8063
H -1.2481 -1.5041 1.7387
Cl -7.0639 1.5524 -2.5037
H -4.5172 4.4326 -1.6976
H -8.3594 0.3263 -7.3069

Properties
Largest force on an atom ... 9.5 eV Å⁻¹
Energy above the lowest of the compared OMol25 structures with the same formula, charge and spin ... 201.81 kcal/mol
LUMO ... -0.48 eV
E_tot ... -140303.1690 eV
HOMO ... -9.154 eV
Orbital gap ... 0.31889 Eh
SMILES ... C[C@H](Cl)[C@@H](Cl)C(=O)O[C@](O)(Br)c1cccnc1.Fc1ccccc1.Fc1ccccc1.Fc1ccccc1

Results of the Löwdin charge analysis, in e, for atoms 1 through 5:
1. H 0.10
2. H 0.10
3. C -0.09
4. C -0.02
5. O -0.03


Formula: C28H25Cl2N5O3RuS
Source: the Open Molecules 2025 dataset
Level of theory: ωB97M-V with the def2-TZVPD basis set

CARTESIAN COORDINATES (ANGSTROEM)
H 5.0026 -2.7470 0.7521
H -1.5418 6.5305 -0.5170
H -0.1419 6.4462 1.5199
C -0.5406 3.3130 -0.6576
O 1.8648 -2.6321 3.5264
O -1.3777 0.7239 0.2173
H 0.7243 2.3121 0.7529
H -1.0120 -5.5685 -0.8629
H 0.2736 3.0067 -4.4852
H 0.0979 -4.4984 -1.7365
H -3.5566 3.5948 4.3469
C 1.2197 -5.2810 1.2463
H 4.9432 -3.5112 -1.6047
C 2.1521 -1.5848 -1.5674
C -4.1460 0.6089 2.8829
C 0.1357 -3.3173 0.5679
C 0.0208 -5.2268 -0.9333
Cl -2.5431 -1.3938 2.1041
H -5.4373 2.1921 3.5382
H 0.9764 4.3351 2.1651
H 3.1035 -2.7605 -3.0813
H 0.6699 -6.0718 -1.1508
C 0.3783 4.3815 1.2653
C 3.2171 -1.5882 0.5944
H -4.9405 -0.0384 2.5388
H 1.3399 -1.2537 -2.2032
N 0.4581 -4.6106 0.3096
H 2.2699 -5.2201 3.0724
N -0.6119 2.1359 -2.8255
C -3.3727 2.6323 3.8902
C -4.4169 1.8475 3.4433
H 1.4421 2.3901 -3.2829
C 3.1393 -2.4332 -2.0488
S -0.0821 0.4287 2.9942
C 4.2038 -2.4233 0.0966
N -0.6873 2.1350 -1.4397
C -2.0672 2.1898 3.7566
H 0.2954 0.4906 -4.9612
H 0.5225 3.8777 -2.9716
N 1.1841 -0.2945 0.2274
C -1.2424 0.0960 -2.1503
C -0.2539 5.5637 0.9039
H 3.2223 -1.2717 1.6301
Ru -0.2442 -0.8937 1.0886
H -1.3152 1.1301 -5.3028
N 0.5479 -2.6900 1.6658
Cl -0.8041 3.2038 4.3852
C 2.1755 -1.1694 -0.2356
H -1.5540 -0.9346 -2.1372
C 0.2477 3.2459 0.4815
C -1.1238 0.9305 -0.9935
C 1.3886 -3.2652 2.6074
O -0.5597 -2.6176 -0.2314
C -1.1958 4.4795 -1.0235
C 1.6619 -4.6862 2.3589
C -1.7372 0.9696 3.1581
C -0.7513 0.4615 -4.6514
H -1.1190 -0.5520 -4.7910
C -2.8329 0.2046 2.7672
C 0.4807 2.8915 -3.4248
C -1.0382 5.6135 -0.2406
H -1.8257 4.4910 -1.9044
C -0.8935 0.8520 -3.2223
C 4.1702 -2.8569 -1.2235
H 1.4367 -6.3130 1.0062

Properties
Largest force on an atom ... 0.2 eV Å⁻¹
Energy above the lowest of the compared OMol25 structures with the same formula, charge and spin ... 0.00 kcal/mol
LUMO (spin up / spin down) ... -0.01 / -0.01 eV
E_tot ... -81497.4012 eV
HOMO (spin up / spin down) ... -7.238 / -7.238 eV
Orbital gap (spin up / spin down) ... 0.26553 / 0.26551 Eh

Results of the Löwdin charge analysis, in e, for atoms 1 through 5:
1. H 0.10
2. H 0.10
3. H 0.10
4. C -0.19
5. O 0.05


Formula: C28H25ClMoN2O3Si
Source: the Open Molecules 2025 dataset
Level of theory: ωB97M-V with the def2-TZVPD basis set

CARTESIAN COORDINATES (ANGSTROEM)
H -4.7328 -4.1900 -4.9794
Cl 7.0641 -3.0920 -3.1499
N 0.5080 2.8338 1.2712
C 4.6676 -1.9092 -2.8658
O -0.9366 -1.9660 -1.3059
C -3.3970 -3.5144 1.5146
H -2.5368 -5.1966 -0.6632
C -2.6243 0.5476 -1.1176
H -4.0345 -2.3434 -3.5172
H 1.7886 4.4827 1.0613
C -4.7623 -0.4837 -1.4367
H -0.7482 3.6510 2.7363
H 4.8559 -1.4326 -3.8194
H -2.5774 2.6883 -1.2815
C -3.0127 -4.9668 -1.6096
C -1.2951 -2.4062 1.6444
C 0.5300 1.6956 0.6928
C -3.1918 1.7972 -1.3167
H -4.0713 -4.4533 3.3187
H -0.2117 1.9883 3.0619
C 2.5396 -0.7562 -2.7654
C -2.1698 -3.5012 3.5815
C -2.4002 -2.7709 0.8768
C -4.0237 -5.7193 -3.6520
H -4.9953 2.8786 -1.7394
H 0.9263 3.3432 3.2645
C -3.8554 -3.3666 -3.2071
C 5.3375 -3.3804 -1.0955
C 0.9237 4.0571 0.5563
H -2.0771 -3.7856 4.6208
H 0.1002 4.7683 0.5701
H -4.2728 -3.8262 0.9565
H -0.2867 -2.4703 3.5403
H -4.3353 -6.5288 -4.2988
Mo 0.4813 -1.1789 -0.6775
H -1.5575 0.5221 -0.8939
N 0.5464 0.6480 0.1746
H 1.1791 3.8113 -0.4703
O 1.4229 -0.4176 -2.2874
C 3.2209 -2.2849 -0.9393
H -5.3909 -1.3654 -1.4936
O 2.0754 -2.0551 -0.2522
C 3.4634 -1.6524 -2.1773
C -3.2344 -3.6340 -1.9815
C -5.3373 0.7634 -1.6304
H 3.9676 -3.6244 0.5449
C 5.5945 -2.7668 -2.3263
C 0.0905 2.9601 2.6822
C 4.1614 -3.1450 -0.4042
H -3.2336 -7.0289 -2.1462
H 6.0765 -4.0543 -0.6824
Si -2.6527 -2.2796 -0.9033
C -3.3946 -0.6121 -1.1770
H -0.4569 -1.7888 1.2671
C -3.4044 -6.0023 -2.4412
C -3.2863 -3.8751 2.8505
H 2.7970 -0.2948 -3.7202
C -1.1627 -2.7609 2.9760
H -6.3970 0.8417 -1.8317
C -4.5515 1.9057 -1.5762
C -4.2485 -4.4045 -4.0364

Properties
Largest force on an atom ... 1.0 eV Å⁻¹
Energy above the lowest of the compared OMol25 structures with the same formula, charge and spin ... 10.05 kcal/mol
LUMO (spin up / spin down) ... -7.66 / -7.65 eV
Total charge ... +2
E_tot ... -60807.0842 eV
HOMO (spin up / spin down) ... -13.923 / -13.923 eV
Orbital gap (spin up / spin down) ... 0.23017 / 0.23037 Eh

Results of the Löwdin charge analysis, in e, for atoms 1 through 5:
1. H 0.12
2. Cl 0.76
3. N -0.15
4. C -0.01
5. O -0.43


Formula: C28H25ClNO2RuS5
Source: the Open Molecules 2025 dataset
Level of theory: ωB97M-V with the def2-TZVPD basis set

CARTESIAN COORDINATES (ANGSTROEM)
H -2.0167 -2.1060 -2.8310
C -2.3478 2.5456 1.3778
C -1.4426 -2.0553 -4.8826
C 0.1240 -0.8498 -1.6924
C -1.2458 1.8008 1.5429
H 0.4971 -1.4791 3.8564
C 3.6034 0.1170 1.8557
O 1.2428 -0.6712 -1.2209
H 3.1651 1.3329 4.3277
H 2.8696 -3.1988 0.0366
S -3.8274 1.8862 2.0537
H 1.4607 1.1307 3.8837
C -2.1690 0.9622 -1.7351
C -1.2696 -1.7802 -3.5413
C -4.5530 0.9526 -1.4117
H -1.4229 5.0072 2.4096
S 0.3685 2.0114 0.8719
H 5.4060 -1.6946 -1.4937
H -1.2676 1.4409 -2.0960
C 1.3892 -1.6542 4.4626
H -0.2854 4.8285 1.0425
C 0.8434 -0.7165 -4.0333
H 3.4429 -1.1009 4.5654
C 4.3332 -1.4926 -1.5140
C 0.6670 -0.9744 -5.3768
H 3.8392 -2.3327 -1.9987
C -0.4785 -1.6448 -5.7943
H 4.1811 -0.5972 -2.1167
C -3.4053 1.5562 -1.9212
C 3.8210 -1.2853 -0.1174
C 2.8898 -0.8860 2.5528
H -3.1378 -1.7775 0.0225
H -3.4801 2.5010 -2.4413
N -6.8468 2.1202 -1.7072
H -2.3179 -2.5860 -5.2302
H 1.1309 -1.4473 5.5001
Cl -0.7015 -1.9758 -7.4637
H 4.5769 0.7153 0.0458
C -1.2988 5.0946 1.3330
C -0.1264 -1.1076 -3.1095
C 2.6254 -2.0770 1.8471
C -4.4631 -0.2463 -0.7090
H 1.6479 -2.7113 4.4035
C 4.0441 -0.0809 0.5520
C 2.2893 0.6972 4.4533
H -5.3547 -0.6964 -0.2928
Ru 1.1470 -0.1333 1.0244
C 2.5501 -0.7512 4.0364
H 1.4047 -0.6664 -6.1041
C -2.1132 -0.2435 -1.0620
C 3.0909 -2.2682 0.5453
H 1.7283 -0.1990 -3.6871
C -3.1914 0.3678 2.5971
H 2.0169 0.7308 5.5077
S -2.5198 4.0558 0.4894
H 3.7895 1.0671 2.3363
O -0.8842 -0.8754 -0.7999
S -4.0660 -0.8616 3.1863
S -1.4460 0.3105 2.4185
H 2.0711 -2.8693 2.3299
H -1.5125 6.1170 1.0285
C -5.8328 1.5967 -1.5798
C -3.2324 -0.8533 -0.5326

Properties
Spin multiplicity ... 5
Largest force on an atom ... 0.7 eV Å⁻¹
Energy above the lowest of the compared OMol25 structures with the same formula, charge and spin ... 2.24 kcal/mol
LUMO (spin up / spin down) ... -3.43 / -4.53 eV
Total charge ... +1
E_tot ... -104300.5068 eV
HOMO (spin up / spin down) ... -10.420 / -10.522 eV
Orbital gap (spin up / spin down) ... 0.25681 / 0.22006 Eh

Results of the Löwdin charge analysis, in e, for atoms 1 through 5:
1. H 0.13
2. C -0.98
3. C -0.07
4. C -0.40
5. C -1.09


Question: Among the records above, which one has the highest E_tot?
Answer: C28H25ClMoN2O3Si